ORCA calculation (wB97M-V/def2-TZVPD) on the molecule C3H7NO3 in a non-equilibrium geometry.

**Energy**: -398.90568 hartree
**Kohn-Sham gap**: 10.7 eV

Geometry (Å):
C -1.5579 0.0168 0.1209
C -0.1011 0.3357 -0.1602
N 0.7459 -0.0071 1.0195
O 0.9816 1.1443 1.7287
C 0.5620 -0.5389 -1.2056
O 1.0972 0.0310 -2.1564
O 0.6229 -1.8523 -0.9698
H -2.1358 0.1561 -0.7904
H -1.9229 0.7283 0.8603
H -1.6692 -0.9986 0.4964
H -0.0480 1.3813 -0.5023
H 1.7092 -0.2826 0.6216
H 1.3200 1.8850 0.9699
H 0.3961 -1.9990 -0.0327

Forces on the atoms, in the same order (eV/Å):
C 0.126 0.280 -0.048
C -0.186 -1.535 0.301
N 1.612 -0.348 -1.713
O 1.402 3.895 -1.799
C 0.554 2.578 -2.167
O -0.831 -1.987 1.249
O 0.154 -0.027 0.134
H -0.152 -0.108 -0.028
H -0.089 -0.138 0.126
H -0.128 0.007 -0.005
H 0.566 -0.299 0.239
H -1.658 0.380 0.879
H -1.217 -2.582 3.138
H -0.154 -0.116 -0.308